(1)
Entry from OMol25: a molecular structure, C47H57GeIN7O3Ti in a non-equilibrium geometry (ωB97M-V/def2-TZVPD).

Last column: Löwdin spin population.
Element x y z (Å)
I (-4.4011, -1.2161, -0.2430)  0.001
Ge (6.3732, -0.9930, -0.8411)  0.000
Ti (0.3500, -0.6214, -0.0349)  0.916
O (2.3385, -0.2576, -0.7435)  0.000
O (1.6258, -2.2754, -0.3956)  0.001
O (1.5840, -0.6902, 1.7832)  0.003
N (-0.9688, -1.9688, 0.9767)  0.003
N (3.3683, 0.2413, 2.7707)  0.003
N (0.0717, 1.5346, -0.6705)  0.007
N (-0.6386, 0.4280, 1.6178)  -0.004
N (0.6901, -0.1934, -2.8641)  -0.003
N (-3.1611, 1.4684, -0.6062)  0.001
N (-0.9957, -1.8344, -1.5334)  -0.001
C (4.6174, 2.7697, -1.8285)  0.000
C (-1.8445, -2.7032, 3.0323)  0.001
C (8.5484, -0.1727, 0.9219)  0.000
C (-5.3504, 2.9485, 0.2823)  0.000
C (5.5811, 0.8043, -0.7761)  0.000
C (7.4364, -1.5070, -4.9276)  0.000
C (-3.1489, 2.8091, -0.6045)  0.000
C (-1.5209, -4.2479, -1.8956)  0.002
C (7.6035, -1.1618, 0.6463)  0.000
C (7.2985, -1.3459, -2.5110)  0.000
C (2.2033, -1.5546, 3.9352)  0.000
C (-4.2664, 0.8859, -0.1808)  0.000
C (5.3638, -0.8502, 3.7878)  0.000
C (5.4194, 1.4390, 0.4572)  0.000
C (7.5629, -2.2885, 1.4682)  0.000
C (-1.1690, -3.0236, -1.1185)  0.014
C (-1.5796, 0.3145, 3.8732)  0.003
C (8.7470, -1.9550, -4.8360)  0.000
C (2.3798, -0.6523, 2.7396)  0.002
C (4.8900, -2.2690, -0.6063)  0.000
C (5.1807, 1.5034, -1.9134)  0.000
C (0.7194, 2.0240, -1.8967)  0.000
C (6.7233, -1.2076, -3.7769)  0.000
C (-0.3280, 1.8503, 1.7174)  0.000
C (0.2806, 1.1888, -3.0741)  0.000
C (8.6160, -1.8002, -2.4405)  0.000
C (-1.3190, -1.7100, 2.2260)  0.005
C (9.4197, -0.3019, 1.9936)  0.000
C (0.5290, 2.2683, 0.5194)  0.004
C (2.5155, -1.5116, -0.8671)  0.005
C (3.7191, -2.0449, -1.5836)  0.000
C (-1.3168, -1.4877, -2.9163)  0.000
C (-1.1516, -0.2465, 2.5619)  0.020
C (3.4249, -2.4555, 4.2811)  0.000
C (8.4378, -2.4269, 2.5387)  0.000
C (4.4335, 3.3700, -0.5918)  0.000
C (-1.7185, -4.1841, 1.1227)  0.000
C (4.6897, -2.1818, 3.4713)  0.000
C (4.3707, 0.3075, 3.8321)  0.000
C (-1.2157, -3.1197, 0.3847)  0.007
C (-4.2045, 3.5885, -0.1721)  0.000
C (-0.0391, -1.1717, -3.6568)  0.000
C (4.8457, 2.7030, 0.5560)  0.000
C (-5.3906, 1.5653, 0.2761)  0.000
C (9.3349, -2.1016, -3.5895)  0.000
C (-2.0010, -3.9663, 2.4638)  0.005
C (9.3638, -1.4292, 2.8049)  0.000
H (4.7648, 3.1892, 1.5210)  0.000
H (4.8744, 1.2672, 3.7401)  0.000
H (5.4030, -2.9910, 3.6356)  0.000
H (0.4828, 3.0804, -2.0622)  0.000
H (3.1324, -3.4941, 4.1313)  0.000
H (1.3186, -2.1564, 3.7321)  0.000
H (-1.2727, 2.4035, 1.7195)  0.000
H (0.5691, -2.0748, -3.7394)  0.000
H (0.4233, 3.3499, 0.3884)  0.000
H (-2.3992, -4.7724, 3.0660)  0.000
H (1.6884, -0.2758, -3.0037)  0.000
H (1.5848, 2.0325, 0.6654)  0.000
H (-2.2706, -0.3379, 4.3999)  0.000
H (5.3516, 1.0823, -2.8988)  0.000
H (1.9620, -0.9130, 4.7873)  0.000
H (-2.2483, 3.2881, -0.9832)  0.000
H (-0.9400, 1.6542, -0.7524)  0.004
H (-4.1313, 4.6662, -0.2035)  0.000
H (10.3562, -2.4498, -3.5084)  0.000
H (-6.2664, 1.0243, 0.6022)  0.000
H (-2.0532, 1.2864, 3.7383)  0.001
H (3.5115, 0.7537, 1.9060)  0.000
H (-2.6005, -4.4210, -1.8793)  0.001
H (-1.9594, -0.6056, -2.8537)  0.000
H (0.1886, 2.0683, 2.6547)  0.000
H (4.5290, -2.2103, 0.4214)  0.000
H (4.4427, -2.2238, 2.4054)  0.000
H (-1.9015, -2.2632, -3.4100)  0.000
H (8.4023, -3.3128, 3.1595)  0.000
H (5.8569, -0.9006, 4.7619)  0.000
H (-0.2618, -0.8358, -4.6766)  0.000
H (3.6433, -2.3550, 5.3459)  0.000
H (-0.8076, 1.2220, -3.1763)  0.000
H (6.9718, -1.3892, -5.8981)  0.000
H (-2.1441, -2.5138, 4.0523)  0.000
H (-6.2064, 3.5149, 0.6239)  0.000
H (6.8496, -3.0833, 1.2702)  0.000
H (4.0202, 4.3693, -0.5247)  0.000
H (-0.7025, 0.4592, 4.5117)  0.002
H (8.6157, 0.7131, 0.2986)  0.000
H (5.2769, -3.2794, -0.7367)  0.000
H (-1.9241, -5.1406, 0.6647)  0.000
H (1.7954, 1.9407, -1.7406)  0.000
H (3.8474, 0.3306, 4.7901)  0.000
H (3.9659, -1.3217, -2.3651)  0.000
H (10.0485, -1.5317, 3.6364)  0.000
H (9.3054, -2.1867, -5.7331)  0.000
H (9.1004, -1.9211, -1.4785)  0.000
H (5.7025, -0.8604, -3.8918)  0.000
H (0.6896, 1.6246, -3.9935)  0.000
H (-1.0364, -5.1165, -1.4509)  0.000
H (5.7845, 0.9587, 1.3592)  0.000
H (4.3543, 3.3041, -2.7345)  0.000
H (10.1497, 0.4718, 2.1924)  0.000
H (6.1479, -0.6630, 3.0542)  0.000
H (3.4326, -2.9747, -2.0747)  0.000
H (-1.2001, -4.1812, -2.9316)  0.000

Output
- DFT total energy (a.u.) = -5658.01530
- HOMO level (spin up / spin down) (eV) = -12.6 / -12.6
- energy relative to the best compared isomer or geometry (same formula, charge and spin) (kcal/mol) = 31.97
- 2S+1 = 2
- total charge = +2



(2)
Entry from OMol25: a molecular structure, C3H12N6O3Rb in a non-equilibrium geometry (ωB97M-V/def2-TZVPD).

Last column: natural (NBO) charge in e.
Element x y z (Å)
Rb (-0.8797, 0.4979, 0.4559)  0.987
O (-0.8326, -1.8618, 2.1570)  -0.754
O (-0.9422, 1.6425, -2.1696)  -0.730
O (1.9674, -0.0825, 0.4859)  -0.739
N (-0.7020, -3.3361, 3.8938)  -0.816
N (3.4937, 1.5218, 1.0638)  -0.807
N (-1.2987, -4.0320, 1.7902)  -0.817
N (-2.6697, 1.8373, -3.7599)  -0.816
N (3.5309, 0.5509, -1.0001)  -0.825
N (-2.3888, 3.2940, -2.0417)  -0.842
C (-1.9452, 2.1657, -2.6752)  0.778
C (2.9520, 0.6293, 0.2131)  0.775
C (-0.9238, -3.0203, 2.6142)  0.784
H (-2.5444, 0.9969, -4.2937)  0.422
H (-1.0993, -3.8307, 0.8256)  0.416
H (-3.3400, 2.5103, -4.0841)  0.400
H (-2.8286, 3.9734, -2.6403)  0.391
H (-0.1605, -2.7390, 4.4930)  0.420
H (4.2639, 1.1668, -1.3016)  0.393
H (-1.9239, 3.5260, -1.1867)  0.402
H (4.0364, 2.1891, 0.5394)  0.386
H (-0.7956, -4.2954, 4.1776)  0.390
H (2.8267, 1.8030, 1.7666)  0.405
H (3.2892, -0.2187, -1.5986)  0.416
H (-1.0853, -4.8881, 2.2755)  0.382

Output
- DFT total energy (a.u.) = -699.81583
- HOMO level (eV) = -12.9
- energy relative to the best compared isomer or geometry (same formula, charge and spin) (kcal/mol) = 17.67
- total charge = +1